(1)
A 4-piece molecular cluster, C67H67ClN5O10 overall at a distorted geometry, computed with ωB97M-V/def2-TZVPD.

Results
HOMO level: -10.71 eV
Total charge: +1
Electronic energy: -4079.1458 hartree

```
150
C67H67ClN5O10 | the Open Molecules 2025 dataset | ωB97M-V/def2-TZVPD
C 3.0114 -5.1039 0.5902
O 2.3200 -5.3224 -0.6227
C 3.1941 -5.3614 -1.7412
C 2.6935 -6.4170 -2.7379
C 1.9380 -5.7802 -3.8934
C 0.5164 -5.3328 -3.4881
C -0.4384 -6.5233 -3.4424
C -1.7307 -6.1491 -2.6831
C -2.5804 -5.2327 -3.5573
C -3.9297 -4.7981 -2.9426
C -3.9786 -4.6583 -1.4050
C -5.1681 -3.7555 -0.9844
C -4.9936 -2.2622 -0.6220
N -3.9256 -1.4291 -1.2741
C -2.4992 -1.7438 -1.1523
C -1.9148 -2.1921 -0.0330
C -0.5844 -2.3812 -0.1136
C 0.1463 -2.1430 -1.2339
N -0.4540 -1.7404 -2.3424
C -1.7414 -1.5671 -2.2441
C -4.1192 -0.0774 -0.5644
Cl -2.7067 0.9820 -0.4409
C -5.0780 0.7179 -1.4642
O -5.1824 2.0120 -0.9546
N -6.2735 2.7238 -1.6852
O -5.8524 3.2797 -2.5956
C -4.6650 -0.4148 0.8707
N -3.8321 -0.0737 1.9839
C -5.2426 -1.8895 0.8624
C -4.7504 -2.8833 1.9196
N -5.7781 -3.7677 2.4373
C -6.7657 -1.6550 1.0129
C -7.0787 -1.0918 2.3686
C -8.6489 -1.0425 2.6767
O -7.6279 0.1029 2.3974
H 3.3926 -4.0886 0.6725
H 3.8191 -5.8234 0.6913
H 2.3130 -5.2809 1.3981
H 3.2184 -4.4091 -2.2762
H 4.2139 -5.5658 -1.4367
H 3.5697 -6.9386 -3.1097
H 2.0796 -7.1281 -2.2000
H 2.4708 -4.9124 -4.2643
H 1.8120 -6.4931 -4.7049
H 0.1983 -4.5666 -4.1803
H 0.5925 -4.9822 -2.4679
H -0.6703 -6.8182 -4.4583
H 0.1068 -7.2954 -2.9153
H -1.4395 -5.6794 -1.7506
H -2.2382 -7.0903 -2.5079
H -2.8277 -5.8062 -4.4437
H -2.0499 -4.3610 -3.9210
H -4.3549 -3.9162 -3.4148
H -4.6269 -5.5950 -3.1766
H -4.2270 -5.6448 -1.0383
H -3.0195 -4.4197 -0.9746
H -5.6718 -4.2470 -0.1665
H -5.8681 -3.7752 -1.8080
H -5.8878 -1.8340 -1.0542
H -4.1116 -1.4360 -2.2777
H -2.4862 -2.3510 0.8605
H -0.0649 -2.7196 0.7647
H 1.2045 -2.2896 -1.1961
H -2.2461 -1.2317 -3.1485
H -4.6776 0.7299 -2.4790
H -6.0608 0.2404 -1.4914
H -5.4389 0.3413 0.9500
H -2.8996 -0.4527 1.9295
H -3.8246 0.9182 2.1510
H -3.9618 -3.4839 1.4607
H -4.2801 -2.3739 2.7503
H -5.9379 -4.5775 1.8615
H -5.5615 -4.0613 3.3761
H -7.3681 -2.5470 0.9450
H -7.1017 -0.9048 0.3087
H -6.4358 -1.3560 3.1729
H -9.2907 -0.3305 3.1980
H -8.3959 -1.5627 3.6552
C 8.5530 3.2638 -0.5857
C 8.8986 2.4108 -1.6280
C 7.9198 1.6949 -2.2957
C 6.5910 1.8204 -1.9172
C 6.2460 2.6607 -0.8536
C 7.2305 3.3883 -0.1982
C 4.8355 2.7769 -0.4008
O 4.5317 3.5123 0.5182
C 3.7972 1.9665 -1.0984
C 2.4819 2.0202 -0.6557
C 1.5059 1.2833 -1.3026
C 1.8357 0.4936 -2.4005
C 3.1466 0.4352 -2.8417
C 4.1320 1.1620 -2.1885
C 5.5467 1.0597 -2.6571
O 5.8308 0.3702 -3.6120
H 9.3192 3.8287 -0.0726
H 9.9344 2.3073 -1.9208
H 8.1866 1.0363 -3.1099
H 6.9604 4.0477 0.6148
H 2.2266 2.6363 0.1955
H 0.4808 1.3234 -0.9537
H 1.0712 -0.0751 -2.9079
H 3.4088 -0.1792 -3.6921
C 0.1361 -2.6238 9.2275
C 0.3516 -1.3861 9.8240
C -0.4339 -0.3005 9.4773
C -1.4319 -0.4438 8.5242
C -1.6337 -1.6830 7.9076
C -0.8531 -2.7722 8.2714
C -2.6663 -1.8475 6.8496
O -2.8494 -2.9212 6.3102
C -3.4697 -0.6554 6.4551
C -4.3985 -0.7751 5.4344
C -5.1625 0.3126 5.0556
C -5.0108 1.5304 5.7102
C -4.0818 1.6590 6.7300
C -3.3019 0.5709 7.0992
C -2.2802 0.7319 8.1756
O -2.1431 1.7917 8.7445
H 0.7458 -3.4722 9.5074
H 1.1332 -1.2705 10.5625
H -0.2712 0.6608 9.9438
H -1.0188 -3.7322 7.8035
H -4.5191 -1.7261 4.9329
H -5.8756 0.2140 4.2516
H -5.6150 2.3799 5.4207
H -3.9573 2.6050 7.2380
C 7.6057 11.3012 -5.3104
C 8.5680 10.2977 -5.3498
C 8.3262 9.0790 -4.7410
C 7.1252 8.8609 -4.0798
C 6.1680 9.8771 -4.0207
C 6.4094 11.0918 -4.6473
C 4.8911 9.6821 -3.2757
O 4.0577 10.5613 -3.2273
C 4.6687 8.3799 -2.5842
C 3.5124 8.1950 -1.8374
C 3.2866 6.9872 -1.2007
C 4.2108 5.9527 -1.3135
C 5.3667 6.1353 -2.0530
C 5.6052 7.3491 -2.6822
C 6.8726 7.5368 -3.4445
O 7.6792 6.6355 -3.5397
H 7.7938 12.2500 -5.7945
H 9.5072 10.4683 -5.8587
H 9.0702 8.2958 -4.7748
H 5.6624 11.8721 -4.6109
H 2.7941 8.9985 -1.7534
H 2.3878 6.8474 -0.6146
H 4.0322 5.0095 -0.8236
H 6.0903 5.3360 -2.1398
```

=====

(2)
C34H29LuN6O2S4 as an isolated structure at a distorted geometry, computed with ωB97M-V/def2-TZVPD.

Results
HOMO level: -7.12 eV
Electronic energy: -4620.5419 hartree
Energy above the lowest of the compared OMol25 structures with the same formula, charge and spin: 0.385 eV

```
76
C34H29LuN6O2S4 | the Open Molecules 2025 dataset | ωB97M-V/def2-TZVPD
Lu -0.0512 -0.3106 0.0553
C 2.0404 0.3735 -2.5791
C 2.8351 -0.8689 -2.1753
C 2.0574 -2.1483 -2.0750
C 2.2989 -3.1961 -2.9532
C 1.6328 -4.3942 -2.7762
C 0.7498 -4.5139 -1.7182
C 0.5331 -3.4117 -0.9126
N 1.1662 -2.2456 -1.0846
N 1.4819 1.1410 -1.4407
C 0.6688 2.2666 -1.9794
C -0.8154 2.0277 -2.0465
C -1.5531 2.3043 -3.1815
C -2.9347 2.1884 -3.1181
C -3.5237 1.8003 -1.9288
C -2.7003 1.4953 -0.8571
N -1.3755 1.6103 -0.9067
C 2.5754 1.7457 -0.6579
C 2.0815 2.3850 0.6119
C 2.8963 3.2493 1.3275
C 2.4272 3.7590 2.5242
C 1.1552 3.4112 2.9495
C 0.4042 2.5576 2.1605
N 0.8596 2.0473 1.0133
H 1.2041 0.1007 -3.2290
H 2.6929 1.0448 -3.1554
H 3.3196 -0.7142 -1.2091
H 3.6421 -1.0130 -2.8950
H 3.0165 -3.0666 -3.7516
H 1.8073 -5.2230 -3.4496
H 0.2143 -5.4314 -1.5231
H -0.1732 -3.4525 -0.0958
H 1.0555 2.5646 -2.9602
H 0.8044 3.1185 -1.3126
H -1.0563 2.6054 -4.0934
H -3.5400 2.3895 -3.9916
H -4.5944 1.6909 -1.8329
H -3.1078 1.1256 0.0761
H 3.0943 2.4955 -1.2736
H 3.3068 0.9859 -0.3881
H 3.8824 3.5010 0.9605
H 3.0445 4.4194 3.1192
H 0.7460 3.7823 3.8781
H -0.5878 2.2415 2.4519
O -0.7087 -1.9052 1.3596
C -0.7499 -0.9917 2.2357
O -1.2456 0.1245 1.8814
C 0.0710 -1.0982 3.4669
C -0.4687 -1.2446 4.7337
C 0.3742 -1.2998 5.8332
C 1.7457 -1.1905 5.6389
C 2.2764 -1.0244 4.3709
C 1.4537 -0.9726 3.2450
S 2.1479 -0.7523 1.6262
H -1.5415 -1.3209 4.8566
H -0.0319 -1.4247 6.8277
H 2.4135 -1.2307 6.4903
H 3.3467 -0.9296 4.2399
S -6.4508 -3.1335 0.1030
C -5.1738 -2.7071 -0.8702
S -3.7641 -1.8787 -0.2764
C -3.0358 -1.9423 -1.8465
N -3.7790 -2.5039 -2.7471
N -4.9763 -2.9203 -2.1886
C -5.8559 -3.6240 -3.0684
C -7.2128 -3.3410 -3.0821
C -8.0345 -4.0303 -3.9612
C -7.5056 -4.9827 -4.8185
C -6.1433 -5.2479 -4.8010
C -5.3118 -4.5695 -3.9255
S -1.4989 -1.2501 -2.2241
H -7.6143 -2.6029 -2.4061
H -9.0951 -3.8170 -3.9752
H -8.1538 -5.5163 -5.5010
H -5.7245 -5.9875 -5.4705
H -4.2470 -4.7513 -3.9076
```

=====

(3)
One molecule with the formula C4H6N2O at a distorted geometry, computed with ωB97M-V/def2-TZVPD.

Results
HOMO level: -8.62 eV
Electronic energy: -340.7012 hartree
Energy above the lowest of the compared OMol25 structures with the same formula, charge and spin: 2.549 eV

```
13
C4H6N2O | the Open Molecules 2025 dataset | ωB97M-V/def2-TZVPD
C 1.5282 0.7642 -0.0943
C 0.1293 0.2883 -0.3218
C -0.9872 0.8145 -0.9454
N -2.0697 0.0106 -0.7726
C -1.6766 -0.9804 -0.0019
N -0.3551 -0.8037 0.2952
O 0.4112 -1.6505 1.0399
H 1.7368 1.8527 -0.4792
H 2.2936 0.1164 -0.5585
H 1.6946 0.8657 1.0299
H -0.9775 1.7353 -1.5063
H -2.2233 -1.8177 0.3823
H 0.4958 -1.1954 1.9326
```